{"formula": "C6H9N", "method": "ωB97M-V/def2-TZVPD", "symbols": ["C", "C", "C", "C", "C", "C", "N", "H", "H", "H", "H", "H", "H", "H", "H", "H"], "xyz": [[-1.789425, -1.367858, -1.103745], [-0.744861, -0.418882, -1.462937], [0.162443, 0.371666, -1.576998], [1.094822, 1.178463, -0.760529], [0.469753, 0.915260, 0.619052], [0.833184, -0.335972, 1.299647], [1.193015, 0.955442, 1.893408], [-1.387910, -2.086241, -0.376589], [-2.148838, -1.919942, -1.971578], [-2.632959, -0.848338, -0.633196], [1.128980, 2.234016, -1.046452], [2.114046, 0.779405, -0.817893], [-0.572774, 1.229190, 0.643507], [1.684407, -0.883521, 0.899943], [0.068470, -0.963146, 1.754021], [0.527648, 1.160457, 2.640340]], "forces_ev_per_angstrom": [[-0.1, -0.1, -0.1], [0.3, 0.2, -0.4], [-0.4, -0.4, 0.4], [0.1, 0.1, 0.2], [0.0, 0.2, 0.2], [0.0, -0.3, -0.1], [0.1, 0.2, 0.1], [-0.1, 0.1, -0.2], [-0.1, 0.0, 0.0], [0.1, -0.1, -0.2], [-0.1, -0.1, 0.1], [-0.1, 0.1, 0.1], [0.1, -0.1, 0.1], [-0.1, 0.0, 0.1], [0.1, 0.2, 0.0], [0.3, 0.2, -0.2]], "homo_lumo_gap_ev": 10.25, "smiles": "CC#CC[C@H]1CN1", "lumo_energy_ev": 0.94}

---

{"formula": "C5H8O", "method": "ωB97M-V/def2-TZVPD", "symbols": ["O", "C", "C", "C", "C", "C", "H", "H", "H", "H", "H", "H", "H", "H"], "xyz": [[0.622224, -1.026614, -1.301543], [-0.268439, -0.806545, -0.219854], [0.621583, -0.944980, 1.034893], [1.387586, 0.192277, 1.578426], [-0.353803, 1.597233, -0.859456], [-0.948435, 0.537759, -0.317797], [0.171861, -0.737636, -2.106040], [-1.030707, -1.602491, -0.192129], [1.245495, -1.833303, 0.892148], [-0.018696, -1.144073, 1.926195], [0.697531, 1.057559, 1.622208], [0.658991, 1.524186, -1.253486], [-0.835157, 2.568747, -0.905586], [-1.950035, 0.617879, 0.102021]], "forces_ev_per_angstrom": [[-0.1, 0.1, -0.2], [-0.1, 0.1, 0.2], [0.3, 0.0, 0.0], [-0.3, -0.3, 0.3], [-0.1, -0.1, 0.1], [0.1, 0.2, -0.1], [0.1, -0.1, 0.1], [0.1, 0.1, 0.0], [-0.1, 0.0, 0.0], [0.1, 0.1, 0.0], [0.1, 0.0, -0.3], [-0.2, 0.0, 0.0], [0.0, -0.1, 0.0], [0.1, 0.0, 0.0]], "homo_lumo_gap_ev": [8.38, 8.38], "lumo_energy_ev": [-0.21, -0.21]}

---

{"formula": "C4H8N2O2", "method": "ωB97M-V/def2-TZVPD", "symbols": ["C", "C", "C", "C", "H", "H", "H", "H", "H", "H", "H", "H", "N", "N", "O", "O"], "xyz": [[-0.871482, -1.055844, -0.096307], [-0.852440, -1.021216, 1.470675], [0.700123, 0.622806, 0.356594], [1.620830, 1.387823, -0.457627], [-1.666598, -1.940300, -1.886161], [-2.495279, -2.193599, -0.128652], [0.129905, -0.528430, 2.052596], [0.170194, 1.372780, 1.128820], [1.097481, 0.051532, 1.155092], [2.178753, 1.976398, 0.221485], [2.083241, 0.543344, -1.074037], [0.699481, 1.642161, -2.349648], [-1.800807, -1.716032, -0.714233], [-0.112479, -0.022725, -0.471658], [-1.919982, -1.435671, 2.231490], [1.039058, 2.316973, -1.438427]], "forces_ev_per_angstrom": [[3.3, 5.3, 4.3], [-5.1, -2.8, 5.0], [-0.8, 4.1, 4.0], [0.8, -0.4, -3.0], [-0.8, 1.0, 4.9], [0.6, 0.0, -0.7], [-3.4, -1.9, -1.4], [0.2, -0.8, -1.9], [2.2, -0.6, -0.1], [1.5, 0.6, 0.1], [0.7, 1.5, 0.9], [1.4, 3.1, 4.6], [-0.8, -2.4, -5.4], [-5.1, -5.5, -3.5], [6.5, 2.5, -4.9], [-1.2, -3.8, -3.0]], "homo_lumo_gap_ev": 8.44, "smiles": "N/C(C=O)=N/CCO", "lumo_energy_ev": -0.65}

---

Relative energy (zero: lowest compared OMol25 entry of this formula, charge and spin) across the listed records, respectively: 349.21; 496.64; 668.87 kJ/mol.